(1)
Molecular formula: C26H43N7O3P
Method: DFT, ωB97M-V/def2-TZVPD

Each line ends with the Löwdin charge.
Geometry (Å):
N: 1.874 1.453 0.321  -0.155
P: 1.752 0.963 -1.406  0.904
O: 0.525 1.944 -2.118  -0.366
C: 1.167 -0.862 -1.305  -0.206
C: -0.359 -1.231 -1.309  0.023
N: -0.746 -2.632 -1.188  0.050
C: 0.238 -3.707 -1.093  0.033
C: 1.784 -3.443 -1.101  0.082
C: 2.306 -1.957 -1.185  -0.010
C: 3.864 -1.627 -1.149  -0.380
O: 4.610 -2.248 -1.960  0.091
O: 4.503 -0.732 -0.260  0.059
H: 2.407 0.658 0.742  0.004
H: 0.904 1.292 0.682  -0.001
H: 0.413 2.686 -1.460  0.000
H: -1.096 -0.368 -1.391  0.121
H: -1.769 -2.819 -1.173  0.166
H: -0.170 -4.782 -0.998  0.134
H: 2.542 -4.299 -1.037  0.108
H: 4.064 -0.705 0.624  0.094
C: -3.777 1.868 3.017  -0.104
C: -3.329 1.729 1.565  -0.272
C: -2.632 0.400 1.272  -0.184
C: -1.393 0.263 2.109  -0.201
N: -0.401 0.155 2.747  0.146
H: -2.927 1.848 3.705  0.072
H: -4.292 2.820 3.165  0.077
H: -4.464 1.062 3.294  0.079
H: -2.656 2.557 1.323  0.063
H: -4.203 1.821 0.915  0.117
H: -2.349 0.355 0.217  0.079
H: -3.301 -0.440 1.481  0.119
C: 0.308 -8.382 -2.644  -0.111
C: 1.590 -7.683 -3.085  -0.271
C: 2.722 -7.814 -2.064  -0.177
C: 2.309 -7.192 -0.759  -0.205
N: 1.983 -6.702 0.270  0.135
H: -0.096 -7.944 -1.728  0.064
H: -0.460 -8.287 -3.415  0.076
H: 0.484 -9.448 -2.468  0.083
H: 1.373 -6.624 -3.265  0.101
H: 1.918 -8.109 -4.038  0.114
H: 3.620 -7.310 -2.430  0.118
H: 2.969 -8.866 -1.896  0.123
C: 0.481 -2.743 5.666  -0.115
C: 1.862 -2.542 6.281  -0.269
C: 2.523 -1.232 5.844  -0.176
C: 2.701 -1.222 4.353  -0.192
N: 2.849 -1.220 3.170  0.119
H: 0.531 -2.810 4.576  0.063
H: 0.037 -3.674 6.028  0.074
H: -0.190 -1.920 5.930  0.077
H: 2.500 -3.388 6.007  0.114
H: 1.770 -2.548 7.371  0.112
H: 3.501 -1.127 6.321  0.118
H: 1.910 -0.376 6.137  0.121
C: -2.115 5.668 -4.690  -0.103
C: -0.955 4.802 -4.211  -0.266
C: -1.103 3.333 -4.610  -0.182
C: -2.355 2.764 -4.004  -0.211
N: -3.340 2.315 -3.524  0.122
H: -3.063 5.356 -4.243  0.072
H: -1.953 6.712 -4.408  0.074
H: -2.216 5.622 -5.779  0.081
H: -0.878 4.884 -3.123  0.066
H: -0.023 5.193 -4.630  0.117
H: -0.243 2.760 -4.256  0.086
H: -1.153 3.234 -5.698  0.121
C: -1.484 6.647 1.760  -0.105
C: -0.584 6.854 0.547  -0.259
C: -1.048 6.065 -0.680  -0.171
C: -1.042 4.594 -0.374  -0.140
N: -1.037 3.435 -0.126  0.163
H: -1.486 5.604 2.088  0.067
H: -1.132 7.250 2.601  0.079
H: -2.515 6.941 1.539  0.081
H: 0.438 6.564 0.809  0.117
H: -0.562 7.919 0.298  0.115
H: -0.381 6.257 -1.525  0.110
H: -2.058 6.366 -0.972  0.129

Summary:
**Spin multiplicity**: 1
**Energy**: -1966.47233 hartree
**Charge**: +1
**Molecular weight**: 532.65 g mol⁻¹
**E_HOMO**: -11.49 eV

(2)
Molecular formula: C26H44Br10O2
Method: DFT, ωB97M-V/def2-TZVPD

Each line ends with the Löwdin charge.
Geometry (Å):
Br: -8.070 -4.328 2.696  0.524
C: -6.282 -3.341 2.972  -0.606
C: -5.649 -2.926 1.615  -0.674
Br: -3.862 -2.260 1.988  0.746
H: -5.637 -3.943 3.611  0.050
H: -6.537 -2.374 3.407  0.045
H: -6.290 -2.201 1.113  0.045
H: -5.665 -3.787 0.947  0.052
Br: 2.588 -1.926 -4.493  0.627
C: 0.969 -1.167 -3.532  -0.603
C: -0.085 -2.369 -3.604  -0.674
Br: -1.809 -1.654 -3.017  0.626
H: 0.550 -0.394 -4.177  0.042
H: 1.226 -0.885 -2.511  0.023
H: 0.377 -3.149 -2.998  0.035
H: -0.203 -2.685 -4.640  0.044
Br: -0.856 2.141 1.167  0.738
C: 0.190 0.472 0.797  -0.552
C: -0.824 -0.635 0.395  -0.670
Br: 0.025 -2.371 0.154  0.720
H: 0.696 0.275 1.741  0.052
H: 0.961 0.692 0.058  0.047
H: -1.378 -0.362 -0.503  -0.003
H: -1.460 -0.817 1.262  -0.016
Br: 4.550 0.059 1.392  0.573
C: 3.358 -1.528 1.594  -0.682
C: 3.048 -1.855 3.070  -0.660
Br: 2.073 -3.538 3.049  0.643
H: 3.851 -2.359 1.090  0.031
H: 2.474 -1.257 1.018  -0.028
H: 2.688 -1.100 3.769  0.065
H: 3.972 -2.162 3.561  0.044
Br: -3.435 1.736 -2.571  0.562
C: -4.676 0.959 -1.244  -0.634
C: -4.572 1.747 0.087  -0.627
Br: -6.085 1.283 1.348  0.587
H: -4.310 -0.064 -1.146  0.039
H: -5.663 0.953 -1.707  0.057
H: -4.618 2.814 -0.129  0.046
H: -3.673 1.378 0.582  -0.013
C: 3.323 -3.440 -1.356  -0.140
C: 2.692 -4.500 -0.684  -0.125
C: 3.462 -5.512 -0.122  -0.091
C: 4.850 -5.472 -0.249  -0.093
C: 5.471 -4.489 -0.980  -0.084
C: 4.713 -3.425 -1.450  -0.097
H: 2.699 -2.642 -1.730  0.036
H: 1.623 -4.519 -0.533  0.047
H: 3.086 -6.312 0.500  0.104
H: 5.385 -6.291 0.208  0.104
H: 6.528 -4.555 -1.193  0.107
H: 5.146 -2.658 -2.075  0.094
C: 0.423 6.257 0.081  -0.034
C: 0.255 4.929 -0.331  0.014
C: -0.481 4.625 -1.537  0.060
C: -0.946 5.744 -2.300  0.001
C: -0.775 7.005 -1.794  0.024
C: -0.087 7.286 -0.603  0.006
H: 0.957 6.450 1.000  0.132
H: 0.660 4.191 0.347  0.055
H: -0.518 3.563 -1.733  0.101
H: -1.563 5.473 -3.144  0.126
H: -1.194 7.842 -2.333  0.138
H: 0.018 8.313 -0.287  0.140
C: 3.484 1.505 -2.467  -0.083
C: 5.052 1.403 -2.551  -0.287
O: 5.460 2.062 -3.751  -0.077
H: 3.034 0.952 -1.643  0.031
H: 3.157 0.924 -3.329  0.036
H: 3.010 2.487 -2.435  0.060
H: 5.478 0.403 -2.468  0.109
H: 5.502 1.921 -1.704  0.095
H: 5.294 2.986 -3.551  0.076
C: -2.997 0.307 3.657  -0.170
C: -2.900 1.677 4.330  -0.387
O: -3.243 1.643 5.653  -0.031
H: -2.999 0.315 2.567  -0.023
H: -3.970 -0.088 3.949  0.050
H: -2.246 -0.397 4.015  0.077
H: -3.555 2.307 3.727  0.100
H: -1.910 2.101 4.165  0.080
H: -3.335 2.559 5.924  0.096

Summary:
**Spin multiplicity**: 2
**Energy**: -26907.30419 hartree
**Charge**: +1
**Molecular weight**: 1187.68 g mol⁻¹
**E_HOMO (spin up / spin down)**: -10.96 / -10.96 eV
**<S²>**: 0.77

(3)
Molecular formula: C26H44Br2F3N2O7PS
Method: DFT, ωB97M-V/def2-TZVPD

Each line ends with the Löwdin charge.
Geometry (Å):
C: 3.373 -3.670 -1.632  0.024
C: 2.803 -3.282 -2.809  -0.155
C: 1.333 -3.000 -2.863  -0.272
C: 0.851 -1.552 -2.407  -0.254
C: -0.366 -1.912 -1.479  -0.126
C: -1.204 -0.721 -1.020  -0.158
C: -2.226 -0.190 -2.047  -0.160
C: -3.159 -1.256 -2.622  -0.133
N: -3.437 -1.076 -4.039  -0.120
C: -3.384 0.069 -4.792  -0.105
C: -3.692 -0.215 -6.100  -0.086
C: -3.981 -1.613 -6.155  -0.090
C: -3.801 -2.096 -4.882  -0.126
C: 1.825 -0.709 -1.578  -0.108
C: 2.044 0.742 -2.048  -0.170
C: 3.148 0.790 -3.105  -0.769
F: 3.165 -0.337 -3.848  -0.082
Br: 4.882 0.805 -2.167  0.826
C: 3.038 2.053 -4.060  -0.896
F: 4.024 2.925 -3.828  -0.014
F: 1.868 2.673 -3.915  0.054
Br: 3.188 1.534 -5.942  0.827
C: 0.303 -1.056 -3.748  -0.431
O: 0.333 0.014 -4.257  0.138
N: -0.334 -2.197 -4.373  0.012
C: 0.731 -3.198 -4.304  -0.809
S: 1.774 -2.596 -5.703  0.843
P: 0.120 -4.923 -4.545  0.811
O: -0.957 -4.730 -5.741  -0.275
O: 1.447 -5.620 -5.191  -0.287
H: 3.072 -4.554 -1.080  0.060
H: 4.225 -3.102 -1.263  0.059
H: 3.462 -3.166 -3.661  0.080
H: 0.912 -3.723 -2.156  0.120
H: -0.955 -2.720 -1.900  0.100
H: 0.113 -2.327 -0.589  0.128
H: -1.764 -0.997 -0.124  0.107
H: -0.587 0.127 -0.727  0.112
H: -1.688 0.371 -2.807  0.089
H: -2.854 0.543 -1.539  0.113
H: -4.104 -1.242 -2.074  0.128
H: -2.772 -2.269 -2.522  0.103
H: -3.108 1.011 -4.353  0.113
H: -3.713 0.480 -6.920  0.088
H: -4.283 -2.175 -7.019  0.088
H: -3.910 -3.111 -4.533  0.114
H: 1.438 -0.645 -0.563  0.117
H: 2.802 -1.170 -1.471  0.079
H: 2.419 1.304 -1.196  0.104
H: 1.127 1.205 -2.390  0.107
H: -1.235 -2.482 -4.018  0.089
H: 2.809 -3.454 -5.718  -0.125
H: -0.536 -4.544 -6.595  0.064
H: 1.619 -6.450 -4.737  0.052
C: -2.384 -0.549 5.739  -0.109
O: -2.365 0.845 5.488  -0.188
C: -1.206 1.276 4.789  -0.201
C: -1.470 1.448 3.309  -0.197
O: -1.778 0.215 2.673  -0.200
C: -3.170 0.024 2.491  -0.116
H: -3.406 -0.826 5.993  0.090
H: -2.071 -1.125 4.866  0.083
H: -1.733 -0.791 6.586  0.088
H: -0.375 0.583 4.956  0.130
H: -0.922 2.246 5.206  0.109
H: -0.562 1.835 2.837  0.127
H: -2.272 2.175 3.144  0.128
H: -3.516 0.610 1.631  0.086
H: -3.742 0.312 3.375  0.085
H: -3.346 -1.032 2.289  0.088
C: 3.259 5.273 8.102  -0.110
O: 1.868 5.540 8.150  -0.189
C: 1.280 5.689 6.868  -0.205
C: 0.586 4.423 6.412  -0.216
O: 1.500 3.355 6.214  -0.200
C: 1.552 2.453 7.306  -0.107
H: 3.555 4.883 9.075  0.089
H: 3.507 4.534 7.338  0.083
H: 3.816 6.196 7.909  0.089
H: 2.029 6.002 6.134  0.127
H: 0.533 6.485 6.949  0.126
H: 0.105 4.618 5.448  0.122
H: -0.193 4.135 7.126  0.129
H: 0.691 1.775 7.275  0.080
H: 1.567 2.970 8.267  0.086
H: 2.464 1.863 7.213  0.091

Summary:
**Spin multiplicity**: 1
**Energy**: -7840.29011 hartree
**Charge**: 0
**Molecular weight**: 776.49 g mol⁻¹
**E_HOMO**: -8.08 eV